# 1
Here is C43H31Cl2F13N2O9STa as an isolated structure at a distorted geometry from the OMol25 dataset. Energies are from the ωB97M-V functional and the def2-TZVPD basis.

Values from the calculation:
E, eV: -139271.9959
Charge: -1
Largest force on an atom, hartree/bohr: 0.061
Gap between HOMO and LUMO, eV: 6.70
2S+1: 1

Geometry as XYZ:
```
102
Properties=species:S:1:pos:R:3:forces:R:3
Ta -0.167 -1.083 0.220 0.82 3.01 -0.39
C -2.189 -1.882 7.256 0.04 -0.03 -0.10
C -1.453 -1.683 5.956 -0.07 0.01 0.04
C -0.137 -1.253 5.901 -0.04 -0.01 0.01
C 0.510 -1.052 4.699 0.09 -0.03 -0.07
C -0.112 -1.251 3.451 -0.17 -0.13 0.13
N 0.558 -1.025 2.247 -0.22 0.43 -0.90
C 1.887 -0.553 2.329 0.39 -0.25 0.02
C 2.200 0.620 3.017 -0.08 0.02 -0.09
C 3.508 1.018 3.194 -0.01 0.00 0.02
C 4.558 0.245 2.708 0.07 0.02 0.05
C 5.992 0.653 2.928 -0.12 -0.03 -0.10
C 4.250 -0.875 1.954 0.00 0.00 0.08
C 2.930 -1.244 1.697 -0.13 -0.01 0.03
C 2.574 -2.404 0.765 0.08 -0.29 0.05
O 1.330 -2.262 0.164 0.93 -0.58 0.06
C 2.607 -3.713 1.607 -0.05 -0.09 0.00
F 2.042 -4.752 0.986 0.01 0.09 0.09
F 1.987 -3.557 2.780 0.05 -0.03 -0.09
F 3.890 -4.043 1.874 -0.10 -0.01 -0.02
C 3.524 -2.595 -0.469 -0.03 0.10 -0.16
F 4.842 -2.560 -0.212 -0.07 -0.08 0.01
F 3.274 -1.656 -1.382 0.03 -0.12 0.12
F 3.289 -3.789 -1.052 0.01 0.13 0.02
C -1.421 -1.781 3.526 0.01 0.16 -0.20
C -2.060 -1.966 4.745 0.09 0.01 0.04
C -2.110 -2.278 2.272 0.00 -0.39 0.20
O -1.656 -1.628 1.145 -1.29 -1.54 0.78
C -1.803 -3.812 2.135 0.09 0.01 -0.09
F -1.963 -4.473 3.286 -0.10 0.02 0.03
F -2.582 -4.415 1.222 0.03 0.06 -0.03
F -0.534 -3.978 1.756 -0.01 0.02 0.00
C -3.659 -2.126 2.266 -0.07 0.24 -0.03
F -4.140 -2.228 1.025 -0.01 0.01 0.15
F -4.266 -3.078 3.008 0.01 0.12 -0.05
F -4.035 -0.936 2.747 0.01 -0.06 -0.06
H -1.702 -1.340 8.068 -0.01 -0.02 0.00
H -2.229 -2.940 7.531 0.00 0.03 0.03
H -3.216 -1.524 7.177 0.01 0.00 0.04
H 0.407 -1.071 6.823 0.00 0.02 -0.01
H 1.540 -0.738 4.731 -0.01 -0.01 0.03
H 1.377 1.210 3.399 0.01 0.00 0.02
H 3.721 1.939 3.726 -0.01 -0.01 0.01
H 6.122 1.117 3.906 0.03 0.00 0.00
H 6.304 1.377 2.170 0.03 0.00 0.03
H 6.656 -0.210 2.863 0.02 0.03 0.01
H 5.063 -1.458 1.550 -0.02 0.04 0.03
H -3.062 -2.375 4.762 0.01 0.05 -0.01
C -4.270 2.013 -6.031 0.11 -0.01 0.03
C -3.150 2.693 -5.243 -0.11 0.07 -0.06
C -3.494 4.122 -4.834 -0.04 -0.05 0.07
C -4.728 4.131 -3.935 0.06 -0.06 -0.03
C -4.660 3.056 -2.875 -0.07 0.09 -0.05
C -5.504 3.106 -1.783 0.01 -0.01 0.01
C -5.421 2.145 -0.784 0.04 -0.02 -0.08
F -6.264 2.245 0.264 -0.03 0.00 0.03
C -4.508 1.128 -0.832 -0.01 -0.05 0.08
C -3.648 1.056 -1.928 -0.04 0.10 -0.08
C -2.620 0.006 -1.966 0.05 -0.07 -0.19
O -2.633 -0.953 -1.199 -0.10 0.06 0.00
C -1.612 0.184 -2.983 0.07 -0.15 0.26
C -1.809 1.065 -3.990 -0.06 -0.04 -0.03
N -2.852 1.924 -4.034 0.13 0.03 0.00
C -3.724 2.009 -2.953 -0.05 -0.06 0.10
C -0.373 -0.652 -2.954 -0.06 0.42 -0.33
O 0.149 -1.027 -3.989 0.04 -0.09 0.13
O 0.112 -0.872 -1.770 -0.22 -0.44 -0.07
H -4.580 2.630 -6.876 0.02 0.00 0.01
H -5.135 1.834 -5.392 -0.02 0.01 -0.04
H -3.928 1.049 -6.410 -0.03 0.00 0.00
H -2.243 2.698 -5.847 0.06 0.00 0.05
H -3.664 4.728 -5.725 0.01 0.01 0.00
H -2.639 4.544 -4.300 0.00 0.00 -0.01
H -5.627 3.991 -4.542 -0.01 0.00 0.02
H -4.827 5.101 -3.446 -0.03 0.02 -0.03
H -6.226 3.909 -1.685 0.01 -0.01 0.01
H -4.424 0.390 -0.044 0.01 0.01 -0.02
H -1.109 1.105 -4.817 -0.03 0.01 -0.02
O -1.350 1.129 2.427 -0.08 0.14 -0.15
C -1.556 1.440 1.271 -0.11 0.13 0.33
O -1.237 0.766 0.206 0.39 -0.61 0.51
H -2.075 2.390 1.049 0.00 -0.06 -0.22
Cl 0.434 -5.586 -2.715 0.02 -0.09 -0.02
C 0.266 -3.850 -2.453 0.13 0.13 0.22
Cl -1.019 -3.502 -1.272 -0.25 -0.45 -0.16
H 0.022 -3.364 -3.386 -0.08 0.04 -0.08
H 1.186 -3.460 -2.040 0.02 0.00 0.01
O 7.486 2.500 -2.854 0.07 0.01 -0.02
C 6.297 3.131 -3.039 0.04 0.03 -0.05
O 6.265 4.085 -3.773 -0.03 0.03 0.00
C 5.122 2.592 -2.317 -0.14 -0.05 0.10
C 5.171 1.528 -1.414 0.06 0.04 -0.05
C 4.034 1.083 -0.769 -0.03 0.10 -0.04
C 2.786 1.673 -0.997 0.10 -0.24 -0.03
S 1.291 1.280 -0.178 -0.10 0.25 0.15
C 2.745 2.743 -1.910 -0.03 -0.05 0.05
C 3.882 3.192 -2.544 0.09 0.04 -0.08
H 7.370 1.741 -2.274 -0.04 -0.04 0.03
H 6.103 1.023 -1.172 -0.02 0.00 0.01
H 4.110 0.283 -0.057 0.03 -0.03 0.03
H 1.787 3.212 -2.098 0.02 0.00 -0.03
H 3.841 4.017 -3.243 -0.03 0.00 0.01
```
Positions in Å, forces in eV/Å.

# 2
Here is one molecule with the formula C12H7IOS at a distorted geometry from the OMol25 dataset. Energies are from the ωB97M-V functional and the def2-TZVPD basis.

Values from the calculation:
E, eV: -33538.7002
Largest force on an atom, hartree/bohr: 0.117
Gap between HOMO and LUMO, eV: 8.61
2S+1: 1

Geometry as XYZ:
```
22
Properties=species:S:1:pos:R:3:forces:R:3
C 3.019 1.171 0.187 0.11 0.11 0.00
C 2.518 2.462 0.252 -0.04 0.02 -0.01
C -1.264 -2.914 -0.180 0.38 0.02 0.02
C 2.170 0.078 0.099 -0.25 -0.09 0.01
C -0.164 -2.112 -0.112 -0.09 -0.14 -0.02
C 1.145 2.679 0.245 -0.11 0.00 -0.01
C -2.600 -2.443 -0.132 -0.36 -0.01 0.00
C 0.799 0.285 0.080 0.39 0.44 0.03
C -0.279 -0.703 -0.015 -0.45 0.13 -0.02
C 0.306 1.592 0.158 -0.15 -0.22 0.22
C -1.485 -0.086 -0.004 -4.78 -3.60 0.12
C -2.893 -1.134 -0.034 4.45 4.04 0.17
O -1.905 2.261 -1.149 -0.51 0.60 -0.70
S -1.519 1.699 0.147 1.03 -0.92 0.29
I -4.732 -0.203 0.142 0.18 -0.28 -0.08
H 4.087 1.015 0.206 0.08 -0.02 -0.01
H 3.196 3.301 0.314 0.03 0.04 0.00
H -1.130 -3.983 -0.258 0.08 -0.08 -0.01
H 2.578 -0.920 0.052 0.02 -0.09 -0.01
H 0.823 -2.552 -0.134 0.04 -0.07 -0.01
H 0.734 3.676 0.300 0.01 0.15 0.01
H -3.403 -3.167 -0.164 -0.06 -0.02 0.00
```
Positions in Å, forces in eV/Å.

# 3
Here is a 2-piece molecular cluster, C6H12N overall at a distorted geometry from the OMol25 dataset. Energies are from the ωB97M-V functional and the def2-TZVPD basis.

Values from the calculation:
E, eV: -7895.6993
Charge: +1
Largest force on an atom, hartree/bohr: 0.081
Gap between HOMO and LUMO, eV: 10.75
2S+1: 1

Geometry as XYZ:
```
19
Properties=species:S:1:pos:R:3:forces:R:3
C 0.020 2.241 2.370 -0.35 -3.25 -0.88
C 0.252 1.443 1.288 -1.38 -1.65 0.80
C 0.007 -0.266 0.160 -1.43 3.44 1.89
C 1.280 -1.929 -1.172 1.76 -1.12 -1.62
C -1.837 1.015 -0.857 2.29 -0.31 0.42
C 0.959 -1.356 0.164 -0.01 -0.88 0.87
N -0.824 -0.029 -0.792 0.35 -3.62 -0.72
H 0.533 3.171 2.182 -0.18 0.44 0.50
H 0.703 1.849 0.466 1.43 1.20 -1.82
H 0.500 -2.418 -1.773 0.06 -0.09 0.57
H 2.173 -2.646 -1.064 -1.55 0.85 -0.16
H 1.671 -1.119 -1.800 -0.08 -0.13 -0.03
H -1.759 1.453 0.112 -0.87 0.60 0.60
H -1.437 1.702 -1.580 -0.82 0.45 -0.68
H -2.678 0.419 -1.058 -1.82 0.43 -0.47
H 1.859 -0.858 0.450 0.89 0.18 0.84
H 0.742 -2.140 0.931 -0.04 0.83 -0.34
H -1.014 -0.864 -1.500 1.03 2.23 1.61
H -0.506 1.987 3.336 0.72 0.40 -1.37
```
Positions in Å, forces in eV/Å.

# 4
Here is C25H52N2O2P2Re as an isolated structure at a distorted geometry from the OMol25 dataset. Energies are from the ωB97M-V functional and the def2-TZVPD basis.

Values from the calculation:
E, eV: -54501.2840
Charge: +4
Largest force on an atom, hartree/bohr: 0.175
Gap between HOMO and LUMO (spin up / spin down), eV: 7.86 / 6.04
2S+1: 4
⟨S²⟩: 3.77

Geometry as XYZ:
```
84
Properties=species:S:1:pos:R:3:forces:R:3
Re -1.046 0.120 0.091 4.40 -0.44 -0.87
C -1.501 -0.699 -1.651 -1.26 -4.96 -7.38
O -1.585 -1.287 -2.731 0.66 4.53 7.66
C -2.749 -0.080 0.994 -4.55 -2.33 5.45
O -3.564 -0.352 1.818 3.62 1.65 -4.47
P 0.463 -2.333 0.072 0.67 -2.12 0.74
C 1.185 -2.813 1.712 0.00 -0.06 0.83
H 1.152 -3.905 1.605 0.02 0.25 0.22
C -0.971 -3.547 0.138 -1.30 -0.11 -0.18
H -1.732 -2.804 0.528 0.36 -0.83 -0.28
C 1.806 -3.378 -0.965 -1.00 -0.30 0.21
H 2.937 -3.035 -1.050 0.13 0.59 0.31
C 0.079 2.528 -3.109 -1.52 -0.04 1.32
P -0.504 2.007 -1.299 -1.31 3.11 0.16
H -0.657 4.331 -1.076 0.43 -0.06 0.26
H 1.233 2.530 -3.190 1.35 -0.17 -0.18
C -2.365 2.522 -1.492 0.14 -0.55 -0.34
H -2.167 3.336 -2.181 -0.54 0.20 -0.03
C -1.499 -4.135 -1.191 -0.42 0.39 -0.22
H -0.867 -4.949 -1.563 -0.09 0.24 0.10
H -1.652 -3.399 -1.979 0.08 -0.22 -0.04
H -2.481 -4.591 -0.990 0.35 0.23 -0.08
C -0.950 -4.789 1.068 0.21 0.18 0.32
H -1.918 -5.305 0.956 0.39 0.26 0.01
H -0.843 -4.552 2.126 0.07 -0.21 -0.14
H -0.168 -5.497 0.764 -0.34 0.17 0.23
C 1.955 -4.896 -0.674 -0.63 -0.27 0.00
H 2.260 -5.016 0.371 -0.15 -0.49 -0.17
H 2.784 -5.268 -1.298 -0.38 0.00 0.11
H 1.019 -5.480 -0.890 1.15 0.69 0.20
C 1.411 -3.119 -2.485 0.81 0.03 -0.45
H 2.206 -3.481 -3.163 -0.37 0.15 0.32
H 1.247 -2.058 -2.672 0.13 -0.03 0.01
H 0.474 -3.657 -2.761 0.76 0.19 0.74
C 2.624 -2.393 2.030 -0.88 0.33 -0.49
H 3.351 -2.751 1.283 0.56 -0.11 -0.13
H 2.953 -2.801 2.988 0.02 -0.14 -0.16
H 2.684 -1.306 2.066 0.26 -0.11 -0.01
C 0.285 -2.394 2.873 -0.01 0.20 0.07
H 0.294 -1.305 2.913 0.01 -0.13 0.33
H 0.698 -2.785 3.819 -0.34 0.11 -0.36
H -0.756 -2.720 2.756 0.32 0.05 0.16
C -0.331 3.947 -3.574 0.49 -0.12 -0.02
H -0.066 4.728 -2.862 -0.15 0.02 -0.22
H -1.410 4.001 -3.821 0.66 -0.16 0.12
H 0.236 4.137 -4.498 -0.27 0.03 0.15
C -0.323 1.468 -4.149 1.13 -0.55 -0.44
H -1.415 1.413 -4.287 0.49 0.34 0.31
C -0.295 3.827 0.968 0.06 -0.15 0.49
H 0.056 0.472 -3.887 -0.14 0.21 -0.17
H 0.121 1.766 -5.112 -0.23 -0.23 0.25
C 1.499 4.036 -0.752 -0.64 -1.12 0.40
H 0.426 3.281 1.578 0.08 0.24 -0.01
H -0.237 4.894 1.227 -0.01 -0.28 -0.02
H -1.285 3.468 1.256 0.32 0.14 -0.05
C 0.023 3.673 -0.510 -0.21 -0.26 0.16
H 1.708 5.029 -0.339 0.17 -0.07 -0.28
H 1.741 4.073 -1.818 0.40 0.42 -0.42
H 2.149 3.295 -0.262 -0.07 0.39 -0.06
C -3.065 3.045 -0.232 0.05 0.19 0.17
H -3.034 2.306 0.596 -0.05 0.59 -0.35
H -4.126 3.187 -0.488 0.31 0.00 0.07
H -2.670 4.013 0.104 -0.35 -0.44 -0.08
C -3.285 1.477 -2.145 -0.03 0.09 0.06
H -2.865 0.999 -3.039 -0.35 0.11 0.33
H -4.201 2.019 -2.425 0.21 -0.32 -0.07
H -3.589 0.707 -1.405 0.04 0.38 -0.56
H 1.323 2.675 -2.184 -1.14 0.25 -1.68
H 2.784 -3.102 0.004 -0.90 0.53 -1.75
C -0.341 1.775 5.206 -0.10 0.09 0.37
C 0.306 1.451 3.928 0.06 -0.22 -0.46
C 1.607 1.595 3.483 0.01 -0.69 -2.20
C 1.614 1.138 2.111 -0.66 0.74 2.06
N 0.350 0.757 1.741 -1.09 -0.13 0.75
N -0.394 0.925 2.907 -0.79 0.23 0.17
C 2.832 1.162 1.279 0.26 0.01 -0.40
H -0.923 0.936 5.579 -0.06 -0.10 0.07
H 0.395 2.046 5.954 0.08 0.01 0.07
H -1.017 2.620 5.082 -0.07 0.11 0.00
H 2.465 2.003 4.003 -0.18 -0.14 0.03
H -1.404 0.713 2.971 1.09 0.17 -0.22
H 2.646 0.766 0.282 0.15 -0.03 -0.12
H 3.224 2.184 1.212 -0.14 -0.13 -0.08
H 3.644 0.604 1.760 -0.22 -0.03 -0.15
```
Positions in Å, forces in eV/Å.

# 5
Here is a 2-piece molecular cluster, C5H9NS overall at a distorted geometry from the OMol25 dataset. Energies are from the ωB97M-V functional and the def2-TZVPD basis.

Values from the calculation:
E, eV: -17654.4903
Largest force on an atom, hartree/bohr: 0.060
Gap between HOMO and LUMO, eV: 8.41
2S+1: 1
SMILES: CC(C)=S.CC#N

Geometry as XYZ:
```
16
Properties=species:S:1:pos:R:3:forces:R:3
C 0.526 -1.761 0.540 0.58 0.08 0.08
C -0.468 1.264 -0.257 -0.29 0.99 -0.24
C 0.027 -2.838 1.370 2.83 -0.99 0.14
C 0.710 2.158 0.015 -0.03 1.04 1.23
C -0.780 0.980 -1.723 0.16 -2.14 0.79
N 1.026 -0.850 0.057 0.24 -0.65 -0.34
S -1.476 0.826 0.927 -0.32 -0.06 0.25
H 0.676 -2.799 2.279 -1.09 0.25 -0.19
H 0.337 -3.829 0.978 -0.62 0.58 -0.27
H -1.006 -2.752 1.514 -1.40 -0.02 0.54
H 1.557 1.492 0.180 0.17 0.03 -0.18
H 0.596 2.744 1.070 0.13 -1.07 -2.91
H 0.919 2.759 -0.926 -0.09 -0.23 1.53
H -0.175 0.014 -2.096 -0.97 2.59 0.58
H -0.626 1.939 -2.244 0.01 -0.82 -0.42
H -1.844 0.653 -1.685 0.69 0.41 -0.61
```
Positions in Å, forces in eV/Å.

# 6
Here is C5H12N2 as an isolated structure at a distorted geometry from the OMol25 dataset. Energies are from the ωB97M-V functional and the def2-TZVPD basis.

Values from the calculation:
E, eV: -8355.5126
Largest force on an atom, hartree/bohr: 0.075
Gap between HOMO and LUMO, eV: 7.66
2S+1: 1

Geometry as XYZ:
```
19
Properties=species:S:1:pos:R:3:forces:R:3
C 0.135 -0.492 0.813 0.36 -0.68 0.49
C -0.339 0.227 -0.439 2.53 -0.32 -0.21
C -1.185 -0.498 -1.449 0.08 -0.22 -0.13
C -0.643 1.671 -0.190 0.62 0.37 0.21
N -0.084 -1.936 0.791 -0.22 0.21 -0.09
C 1.639 -0.182 0.527 -0.47 0.86 3.73
N 2.183 0.887 1.101 -1.38 -0.31 -2.18
H -0.168 0.000 1.742 -0.03 0.06 -0.05
H 1.025 0.243 -0.816 -2.26 0.05 -0.84
H 0.381 -2.362 1.589 -0.18 0.04 -0.11
H -1.077 -2.144 0.851 0.19 -0.11 0.08
H 2.305 1.651 0.436 1.14 0.07 0.75
H 2.215 -1.116 0.436 -0.09 0.00 -1.52
H -0.755 -1.468 -1.706 -0.05 0.15 -0.04
H -2.187 -0.687 -1.041 0.12 0.09 0.09
H 0.217 2.095 0.371 -0.58 0.00 -0.29
H -1.525 1.785 0.450 0.04 -0.15 -0.03
H -0.814 2.221 -1.118 0.06 -0.02 0.08
H -1.323 0.107 -2.349 0.12 -0.10 0.07
```
Positions in Å, forces in eV/Å.